1.
ORCA calculation (ωB97M-V/def2-TZVPD) on C24H28Cl5CrN2O8S as an isolated structure.

Results
HOMO level (spin up / spin down): -8.6 / -8.6 eV
Kohn-Sham gap (spin up / spin down): 7.916 / 7.851 eV
F_max: 0.1 eV/Å
LUMO (spin up / spin down): -0.7 / -0.7 eV
Charge: 0
2S+1: 4
⟨S²⟩: 3.7794
Energy: -5386.4903 Ha

Last column: Mulliken charge in e.
Positions of all 69 atoms, in Å:
Cr: 0.39 0.32 -0.38  -0.28
C: -2.55 2.00 3.51  -1.06
N: -1.48 1.09 3.11  -0.16
C: -0.36 1.16 4.04  -0.98
C: -1.09 1.20 1.75  0.83
O: -0.07 0.38 1.46  -0.37
C: -2.29 0.96 0.80  -1.20
O: -1.71 0.52 -0.44  0.48
C: -2.29 0.96 -1.65  -0.88
C: -1.14 1.08 -2.63  0.55
O: -0.08 0.47 -2.40  -0.45
N: -1.27 1.84 -3.71  0.15
C: -0.08 2.04 -4.52  -0.91
C: -2.44 2.68 -3.92  -0.99
H: -2.22 3.04 3.58  0.33
H: -2.92 1.68 4.49  0.38
H: -3.39 1.95 2.81  0.31
H: 0.08 2.17 4.08  0.28
H: 0.40 0.45 3.75  0.17
H: -0.73 0.91 5.04  0.40
H: -2.87 1.86 0.63  0.51
H: -2.90 0.15 1.21  0.40
H: -2.78 1.92 -1.50  0.56
H: -3.01 0.21 -2.02  0.64
H: 0.70 2.53 -3.94  0.31
H: -0.34 2.66 -5.37  0.35
H: 0.30 1.09 -4.88  0.28
H: -3.36 2.14 -3.69  0.35
H: -2.49 2.95 -4.97  0.36
H: -2.39 3.58 -3.30  0.32
Cl: 2.17 -1.63 -2.48  -0.14
C: 3.10 -0.85 -1.22  1.53
C: 2.46 0.00 -0.32  -1.96
C: 3.30 0.58 0.64  1.21
Cl: 2.66 1.68 1.80  -0.14
C: 4.67 0.33 0.70  -0.38
Cl: 5.66 1.07 1.89  -0.20
C: 5.25 -0.55 -0.22  0.53
Cl: 6.94 -0.89 -0.14  -0.19
C: 4.46 -1.14 -1.19  -0.29
Cl: 5.17 -2.23 -2.32  -0.18
C: -0.53 -8.14 0.52  -1.55
C: -0.22 -6.68 0.42  0.70
C: 1.09 -6.21 0.56  -0.96
C: 1.38 -4.86 0.48  0.59
C: 2.82 -4.42 0.61  -1.48
C: 0.33 -3.95 0.24  0.27
C: 0.69 -2.55 0.15  0.43
O: -0.04 -1.67 -0.31  -0.27
C: -1.00 -4.40 0.09  0.78
C: -2.15 -3.47 -0.15  -1.26
C: -1.24 -5.76 0.19  -0.98
H: 0.37 -8.73 0.69  0.35
H: -0.99 -8.50 -0.40  0.34
H: -1.22 -8.34 1.33  0.35
H: 1.89 -6.92 0.72  0.30
H: 3.47 -5.29 0.74  0.39
H: 2.97 -3.77 1.47  0.37
H: 3.16 -3.88 -0.28  0.26
H: 1.68 -2.27 0.51  0.54
H: -2.17 -2.66 0.58  0.19
H: -3.09 -4.02 -0.10  0.38
H: -2.07 -3.00 -1.13  0.24
H: -2.26 -6.12 0.09  0.39
O: 0.47 4.47 0.48  -0.73
S: -0.26 3.28 0.19  1.27
O: -0.66 2.66 1.57  -0.46
O: 0.62 2.24 -0.46  -0.28
O: -1.47 3.44 -0.59  -0.64

***

2.
ORCA calculation (ωB97M-V/def2-TZVPD) on a 3-piece molecular cluster, C24H28ClN4 overall.

Results
HOMO level: -14.4 eV
Kohn-Sham gap: 5.894 eV
F_max: 1.0 eV/Å
LUMO: -8.5 eV
Charge: +3
Energy: -1609.6712 Ha

Last column: Mulliken charge in e.
Positions of all 57 atoms, in Å:
C: -25.64 -13.45 21.80  -0.85
N: -24.64 -14.37 21.20  0.01
C: -24.99 -15.20 20.21  -0.35
C: -24.05 -15.95 19.54  -0.66
C: -22.71 -15.92 19.94  0.52
C: -22.40 -15.12 21.03  -0.71
C: -23.38 -14.39 21.67  -0.07
C: -21.66 -16.53 19.10  0.85
C: -21.72 -17.83 18.65  -0.53
C: -20.71 -18.38 17.88  -0.22
N: -19.65 -17.63 17.57  0.06
C: -19.58 -16.34 17.92  -0.39
C: -20.57 -15.76 18.66  -0.68
C: -18.55 -18.19 16.74  -0.82
H: -26.37 -14.07 22.32  0.36
H: -26.12 -12.92 20.98  0.37
H: -25.15 -12.77 22.48  0.29
H: -26.02 -15.12 19.87  0.45
H: -24.35 -16.56 18.70  0.49
H: -21.38 -15.00 21.38  0.52
H: -23.13 -13.76 22.50  0.39
H: -22.53 -18.50 18.93  0.47
H: -20.64 -19.42 17.60  0.28
H: -18.69 -15.80 17.64  0.50
H: -20.50 -14.71 18.90  0.55
H: -18.82 -19.20 16.48  0.18
H: -17.67 -18.19 17.38  0.38
H: -18.42 -17.56 15.86  0.42
C: -19.85 -22.64 16.98  -0.92
N: -19.95 -23.72 17.98  0.08
C: -20.29 -23.40 19.23  -0.42
C: -20.27 -24.35 20.22  -0.82
C: -19.94 -25.67 19.91  0.81
C: -19.66 -25.98 18.58  -0.72
C: -19.66 -24.99 17.63  -0.11
C: -19.65 -26.64 21.00  0.86
C: -20.51 -26.77 22.08  -0.58
C: -20.22 -27.62 23.12  -0.36
N: -19.09 -28.34 23.09  0.02
C: -18.25 -28.28 22.05  -0.10
C: -18.52 -27.45 20.98  -0.75
C: -18.73 -29.15 24.28  -0.87
H: -20.85 -22.29 16.75  0.32
H: -19.45 -23.07 16.06  0.29
H: -19.21 -21.84 17.36  0.37
H: -20.44 -22.33 19.37  0.43
H: -20.44 -24.02 21.24  0.48
H: -19.40 -26.98 18.28  0.54
H: -19.33 -25.16 16.61  0.38
H: -21.46 -26.24 22.08  0.50
H: -20.83 -27.66 24.01  0.46
H: -17.32 -28.81 22.08  0.38
H: -17.82 -27.42 20.16  0.50
H: -19.45 -29.97 24.36  0.38
H: -18.78 -28.54 25.18  0.37
H: -17.76 -29.61 24.15  0.29
Cl: -18.95 -20.15 19.71  -0.64

***

3.
ORCA calculation (ωB97M-V/def2-TZVPD) on C24H28CoN2O7S3 as an isolated structure in a non-equilibrium geometry.

Results
HOMO level (spin up / spin down): -12.1 / -12.1 eV
Kohn-Sham gap (spin up / spin down): 9.264 / 5.384 eV
F_max: 2.3 eV/Å
LUMO (spin up / spin down): -2.8 / -6.7 eV
Charge: +1
2S+1: 5
⟨S²⟩: 6.0111
Energy: -4144.6265 Ha

Last column: Mulliken charge in e.
Positions of all 65 atoms, in Å:
Co: 1.14 0.15 -0.06  0.16
O: -1.20 -2.62 -2.41  -0.74
S: -0.32 -1.49 -2.31  1.58
O: -0.90 -0.24 -2.82  -0.53
O: 0.15 -1.31 -0.90  -0.18
C: 1.12 -1.85 -3.31  -0.19
C: 0.94 -2.87 -4.23  -0.61
C: 1.93 -3.18 -5.15  -0.67
C: 3.10 -2.44 -5.17  -0.61
C: 3.30 -1.43 -4.25  -0.62
C: 2.31 -1.13 -3.32  0.13
S: 2.68 0.21 -2.20  1.95
O: 1.43 0.98 -2.05  -0.69
O: 3.79 0.93 -2.72  -0.71
O: 2.91 -0.38 -0.84  -0.77
H: 0.01 -3.43 -4.20  0.54
H: 1.77 -3.97 -5.87  0.42
H: 3.87 -2.66 -5.90  0.41
H: 4.21 -0.84 -4.24  0.55
C: 2.61 -2.69 5.24  -1.02
C: 1.17 -2.43 4.82  -0.75
N: 1.03 -1.22 4.01  0.18
C: 0.92 0.06 4.72  -1.00
C: 2.22 0.87 4.75  -0.84
C: 1.08 -1.26 2.67  1.44
C: 1.22 -2.59 1.99  -1.37
N: 1.00 -0.19 1.91  -0.28
H: 2.67 -3.65 5.76  0.39
H: 2.98 -1.92 5.92  0.30
H: 3.27 -2.73 4.38  0.27
H: 0.55 -2.30 5.71  0.38
H: 0.78 -3.28 4.28  0.40
H: 0.63 -0.17 5.74  0.39
H: 0.11 0.64 4.29  0.47
H: 3.00 0.32 5.28  0.28
H: 2.05 1.81 5.27  0.38
H: 2.59 1.09 3.75  0.26
H: 0.36 -3.21 2.21  0.38
H: 2.12 -3.11 2.31  0.33
H: 1.26 -2.44 0.91  0.07
H: 0.88 0.67 2.44  0.09
O: -0.18 1.76 -0.06  -0.75
S: -1.05 1.55 -1.28  1.33
C: -1.62 3.19 -1.77  0.33
C: -1.64 3.45 -3.13  -0.15
C: -2.09 4.69 -3.56  -0.79
C: -2.49 5.64 -2.64  -0.43
C: -2.44 5.36 -1.27  -0.78
C: -2.00 4.13 -0.83  -0.28
C: -2.55 0.82 -0.61  0.70
C: -3.45 0.22 -1.48  -0.21
C: -4.58 -0.37 -0.95  -0.84
C: -4.79 -0.39 0.42  -0.47
C: -3.87 0.22 1.28  -0.78
C: -2.74 0.82 0.77  -0.34
H: -1.31 2.70 -3.84  0.48
H: -2.12 4.91 -4.62  0.42
H: -2.84 6.60 -2.97  0.41
H: -2.75 6.10 -0.55  0.41
H: -1.94 3.90 0.23  0.43
H: -3.26 0.21 -2.54  0.43
H: -5.30 -0.84 -1.61  0.43
H: -5.66 -0.87 0.84  0.42
H: -4.05 0.22 2.35  0.44
H: -2.02 1.30 1.41  0.41

***

4.
ORCA calculation (ωB97M-V/def2-TZVPD) on a 4-piece molecular cluster, C24H28F24N2O8PS overall in a non-equilibrium geometry.

Results
HOMO level: -5.0 eV
Kohn-Sham gap: 6.651 eV
F_max: 6.4 eV/Å
LUMO: 1.7 eV
Charge: -1
Energy: -4778.9811 Ha

Last column: Mulliken charge in e.
Positions of all 88 atoms, in Å:
C: 3.16 -4.81 5.19  -1.08
C: 2.25 -4.94 3.84  -0.17
O: 1.65 -3.64 3.65  -0.12
C: 0.80 -3.60 2.48  -0.94
C: -0.78 -3.68 2.79  1.16
N: -1.33 -2.51 3.57  -0.51
N: -0.42 -1.45 3.66  0.71
C: -0.52 -0.75 4.97  0.33
C: -1.89 -0.46 5.75  -0.96
O: 0.56 -0.36 5.53  -0.59
C: -0.53 -0.48 2.54  0.32
C: 0.87 0.14 2.00  -0.81
O: -1.60 -0.08 2.01  -0.54
P: -1.31 -5.29 3.70  0.04
S: -3.15 -5.14 4.39  -0.41
C: -1.56 -3.72 1.37  -0.02
O: -2.28 -4.75 1.04  -0.68
O: -1.50 -2.69 0.44  -0.72
H: 3.84 -5.71 5.35  0.34
H: 2.45 -4.62 6.08  0.25
H: 3.76 -3.83 5.08  0.26
H: 1.50 -5.79 3.99  0.19
H: 3.00 -5.24 3.01  0.29
H: 0.99 -2.68 1.82  0.10
H: 1.05 -4.51 1.80  0.52
H: -1.41 -2.87 4.54  0.25
H: -2.72 -0.44 4.96  0.31
H: -2.09 -1.39 6.41  0.28
H: -1.85 0.45 6.43  0.33
H: 1.20 -0.42 1.07  0.29
H: 1.69 -0.05 2.79  0.28
H: 0.82 1.27 1.85  0.18
H: -0.49 -5.58 4.84  0.08
H: -1.35 -6.40 2.76  0.09
C: 2.01 1.99 -2.40  -0.79
C: 2.31 1.81 -0.90  1.07
C: 2.31 3.10 -0.07  0.01
F: 3.27 3.97 -0.47  -0.23
F: 2.57 2.82 1.23  -0.26
F: 3.47 1.13 -0.75  -0.31
F: 1.34 1.00 -0.40  -0.37
O: 3.14 2.01 -3.29  -0.43
C: 3.79 3.25 -3.48  0.85
C: 5.24 3.24 -2.99  0.11
F: 5.32 2.96 -1.67  -0.22
F: 5.82 4.46 -3.16  -0.23
F: 3.06 4.24 -2.92  -0.23
F: 3.76 3.49 -4.81  -0.32
H: 1.46 1.10 -2.71  0.45
H: 1.33 2.82 -2.60  0.31
H: 1.35 3.60 -0.11  0.32
H: 5.83 2.49 -3.53  0.25
C: 3.88 7.29 -4.35  -0.61
C: 2.50 7.44 -5.02  0.95
C: 2.48 7.27 -6.54  0.09
F: 3.23 8.19 -7.18  -0.22
F: 1.22 7.42 -7.02  -0.28
F: 1.96 8.63 -4.66  -0.29
F: 1.69 6.48 -4.49  -0.30
O: 4.58 8.50 -4.05  -0.42
C: 5.36 9.07 -5.07  0.73
C: 4.86 10.46 -5.48  0.20
F: 3.59 10.42 -5.94  -0.22
F: 5.61 10.97 -6.49  -0.26
F: 5.44 8.22 -6.11  -0.27
F: 6.61 9.18 -4.58  -0.30
H: 3.70 6.83 -3.37  0.31
H: 4.52 6.56 -4.87  0.36
H: 2.83 6.27 -6.83  0.27
H: 4.89 11.15 -4.64  0.23
C: -5.76 -5.49 0.27  -0.64
C: -6.32 -6.69 -0.51  0.87
C: -7.53 -6.40 -1.41  0.12
F: -8.60 -5.96 -0.71  -0.22
F: -7.92 -7.53 -2.05  -0.29
F: -6.60 -7.70 0.35  -0.28
F: -5.32 -7.15 -1.31  -0.33
O: -6.17 -5.36 1.64  -0.36
C: -7.39 -4.69 1.88  0.77
C: -8.43 -5.60 2.54  0.20
F: -8.72 -6.67 1.76  -0.22
F: -9.60 -4.94 2.73  -0.28
F: -7.83 -4.13 0.74  -0.29
F: -7.09 -3.67 2.71  -0.28
H: -4.68 -5.65 0.34  0.37
H: -5.86 -4.55 -0.27  0.34
H: -7.28 -5.65 -2.17  0.27
H: -8.08 -5.97 3.50  0.23

***

5.
ORCA calculation (ωB97M-V/def2-TZVPD) on a 2-piece molecular cluster, C24H28FN3O6 overall in a non-equilibrium geometry.

Results
SMILES: CC(=O)C[C@@H]1CC(c2ccc(O)c(F)c2)=NO1.CNC(=O)[C@H](Cc1ccc(O)cc1)NC(C)=O
HOMO level: -8.4 eV
Kohn-Sham gap: 8.629 eV
F_max: 2.1 eV/Å
LUMO: 0.2 eV
Charge: 0
Energy: -1646.9009 Ha

Last column: Mulliken charge in e.
Positions of all 62 atoms, in Å:
C: -0.52 -7.04 -5.23  -1.18
C: 0.76 -6.44 -4.67  0.53
O: 1.78 -7.11 -4.67  -0.55
C: 0.75 -5.02 -4.10  -0.71
C: 1.23 -4.99 -2.65  0.23
C: 1.11 -3.62 -2.00  -0.60
C: 2.28 -3.66 -1.08  0.32
C: 2.47 -2.81 0.10  0.01
C: 1.75 -1.61 0.26  -0.30
C: 1.93 -0.82 1.40  -0.22
C: 2.82 -1.21 2.40  0.31
O: 2.99 -0.43 3.50  -0.55
C: 3.53 -2.41 2.26  0.53
F: 4.38 -2.81 3.24  -0.33
C: 3.36 -3.19 1.12  -0.66
N: 3.12 -4.61 -1.40  -0.67
O: 2.62 -5.29 -2.54  -0.19
H: -0.88 -6.43 -6.06  0.31
H: -0.33 -8.05 -5.60  0.35
H: -1.29 -7.08 -4.46  0.31
H: 1.39 -4.38 -4.72  0.36
H: -0.27 -4.62 -4.16  0.33
H: 0.66 -5.72 -2.06  0.27
H: 0.17 -3.49 -1.48  0.43
H: 1.24 -2.81 -2.73  0.29
H: 1.06 -1.29 -0.51  0.27
H: 1.39 0.11 1.51  0.33
H: 3.66 -0.85 4.07  0.31
H: 3.93 -4.11 1.03  0.50
C: -2.24 6.66 4.41  -0.96
N: -2.12 5.70 3.30  -0.12
C: -1.67 4.45 3.44  -0.09
O: -1.30 4.01 4.52  -0.68
C: -1.64 3.54 2.19  0.46
C: -0.20 3.07 1.89  -1.44
C: 0.02 2.30 0.59  0.26
C: 1.21 2.50 -0.13  -0.43
C: 1.44 1.80 -1.33  -0.74
C: 0.47 0.91 -1.83  0.46
O: 0.70 0.23 -2.98  -0.57
C: -0.73 0.70 -1.10  -0.33
C: -0.94 1.39 0.11  -0.33
N: -2.21 4.18 0.99  -0.03
C: -3.49 4.30 0.67  0.67
C: -4.56 3.74 1.58  -0.99
O: -3.81 4.88 -0.36  -0.68
H: -1.25 6.85 4.84  0.29
H: -2.89 6.24 5.18  0.30
H: -2.66 7.60 4.05  0.35
H: -2.39 6.01 2.38  0.28
H: -2.23 2.65 2.44  0.35
H: 0.13 2.44 2.72  0.35
H: 0.44 3.96 1.88  0.53
H: 1.97 3.18 0.25  0.41
H: 2.36 1.94 -1.88  0.42
H: -0.12 0.01 -3.43  0.33
H: -1.47 0.01 -1.47  0.41
H: -1.86 1.21 0.66  0.38
H: -1.56 4.52 0.30  0.19
H: -4.42 2.66 1.70  0.28
H: -5.54 3.91 1.12  0.34
H: -4.53 4.23 2.55  0.29

***

6.
ORCA calculation (ωB97M-V/def2-TZVPD) on a 2-piece molecular cluster, C24H28N3S overall in a non-equilibrium geometry.

Results
HOMO level: -11.0 eV
Kohn-Sham gap: 6.707 eV
F_max: 1.5 eV/Å
LUMO: -4.3 eV
Charge: +1
Energy: -1493.5789 Ha

Last column: Mulliken charge in e.
Positions of all 56 atoms, in Å:
C: 2.27 1.24 2.23  -0.79
C: 2.94 -0.06 1.83  -0.65
N: 2.02 -1.16 1.55  -0.14
C: 0.81 -1.08 1.97  0.34
N: 0.27 -0.05 2.69  -0.02
C: 1.14 0.99 3.21  -0.61
C: -0.95 -0.32 3.43  -0.77
C: -1.60 -1.50 2.73  -0.44
S: -0.38 -2.35 1.70  -0.13
H: 3.00 1.91 2.68  0.38
H: 1.87 1.73 1.33  0.31
H: 3.53 0.07 0.91  0.26
H: 3.64 -0.36 2.63  0.28
H: 1.56 0.68 4.18  0.32
H: 0.53 1.89 3.36  0.36
H: -0.72 -0.57 4.48  0.30
H: -1.58 0.57 3.43  0.33
H: -2.02 -2.23 3.43  0.38
H: -2.39 -1.15 2.05  0.32
C: 2.42 -1.23 -3.15  -1.69
C: 3.78 -1.57 -2.72  0.31
N: 4.88 -1.17 -3.40  0.27
C: 4.86 -0.26 -4.54  -0.90
C: 6.04 -1.73 -2.83  0.21
C: 5.64 -2.49 -1.71  0.73
C: 6.61 -3.02 -0.88  -0.11
C: 7.96 -2.80 -1.17  -0.93
C: 8.34 -2.06 -2.30  -0.61
C: 7.37 -1.50 -3.16  -1.06
C: 4.18 -2.38 -1.61  1.16
C: 3.37 -2.83 -0.58  -0.63
C: 3.64 -3.99 0.22  0.26
C: 4.35 -5.12 -0.28  -0.65
C: 4.66 -6.19 0.55  -0.57
C: 4.34 -6.16 1.91  1.07
C: 4.87 -7.25 2.81  -1.47
C: 3.54 -5.11 2.40  -0.90
C: 3.21 -4.05 1.57  -0.26
H: 1.73 -1.83 -2.55  0.41
H: 2.17 -0.17 -2.96  0.35
H: 2.24 -1.44 -4.21  0.43
H: 5.89 -0.04 -4.84  0.33
H: 4.32 -0.71 -5.38  0.32
H: 4.36 0.68 -4.27  0.33
H: 6.30 -3.60 -0.01  0.44
H: 8.73 -3.22 -0.52  0.41
H: 9.40 -1.90 -2.52  0.39
H: 7.62 -0.92 -4.04  0.26
H: 2.51 -2.22 -0.28  0.32
H: 4.64 -5.14 -1.34  0.49
H: 5.20 -7.05 0.14  0.41
H: 4.41 -7.20 3.81  0.36
H: 4.67 -8.24 2.38  0.37
H: 5.96 -7.17 2.94  0.31
H: 3.19 -5.13 3.43  0.35
H: 2.63 -3.19 1.94  0.43

***

7.
ORCA calculation (ωB97M-V/def2-TZVPD) on C24H29As2O12PS4Tc as an isolated structure.

Results
HOMO level (spin up / spin down): -2.4 / -2.8 eV
Kohn-Sham gap (spin up / spin down): 6.775 / 6.706 eV
F_max: 0.8 eV/Å
LUMO (spin up / spin down): 4.3 / 3.9 eV
Charge: -2
2S+1: 4
⟨S²⟩: 3.7808
Energy: -8321.5280 Ha

Last column: Mulliken charge in e.
Positions of all 73 atoms, in Å:
Tc: -0.19 -0.58 1.40  2.28
O: 3.83 -1.11 2.19  -0.69
As: 2.69 -2.44 2.12  0.76
O: 3.14 -3.51 3.26  -0.84
O: 1.10 -1.87 2.27  -0.57
C: 2.89 -3.29 0.37  -0.74
C: 3.32 -4.61 0.43  -0.52
C: 3.48 -5.35 -0.73  -0.54
C: 3.22 -4.78 -1.96  -0.54
C: 2.78 -3.46 -2.03  -0.47
C: 2.60 -2.72 -0.87  0.02
S: 2.08 -1.01 -1.05  1.47
O: 2.06 -0.78 -2.47  -0.74
O: 3.05 -0.25 -0.31  -0.81
O: 0.71 -0.99 -0.47  -0.23
H: 3.61 -0.50 1.46  0.46
H: 3.52 -5.03 1.41  0.54
H: 3.82 -6.38 -0.67  0.36
H: 3.35 -5.35 -2.88  0.37
H: 2.56 -2.98 -2.98  0.52
O: -3.89 1.09 1.92  -0.71
As: -3.17 0.90 0.34  0.67
O: -3.54 2.23 -0.52  -0.82
O: -1.51 0.59 0.43  0.54
C: -4.08 -0.61 -0.51  -0.34
C: -4.99 -0.26 -1.50  -0.50
C: -5.71 -1.23 -2.17  -0.54
C: -5.52 -2.57 -1.87  -0.46
C: -4.62 -2.94 -0.88  -0.62
C: -3.90 -1.97 -0.20  0.10
S: -2.88 -2.47 1.18  1.37
O: -3.11 -3.88 1.36  -0.78
O: -3.32 -1.61 2.26  -0.81
O: -1.49 -2.17 0.74  -0.70
H: -3.68 0.28 2.43  0.41
H: -5.11 0.80 -1.71  0.53
H: -6.43 -0.95 -2.93  0.37
H: -6.08 -3.33 -2.40  0.36
H: -4.47 -3.97 -0.59  0.52
S: 1.26 1.18 1.91  -0.43
C: 1.23 1.23 3.66  0.42
C: 2.23 1.92 4.36  -0.69
C: 2.16 2.07 5.73  -0.57
C: 1.10 1.50 6.44  -0.50
C: 0.13 0.78 5.76  -0.75
C: 0.19 0.63 4.37  0.76
S: -1.09 -0.23 3.54  -0.50
H: 3.05 2.34 3.79  0.42
H: 2.94 2.62 6.25  0.33
H: 1.04 1.63 7.51  0.32
H: -0.68 0.31 6.30  0.41
C: 3.14 2.22 -3.03  -1.01
C: 1.95 3.06 -2.58  -0.96
P: 0.81 2.13 -1.43  0.76
C: -0.38 1.31 -2.60  0.56
C: -1.14 2.11 -3.65  -1.50
C: -0.24 3.55 -0.81  -0.08
C: -0.44 4.79 -1.69  -1.43
H: 3.83 2.81 -3.65  0.43
H: 2.81 1.35 -3.61  0.18
H: 3.68 1.83 -2.17  0.20
H: 1.41 3.47 -3.44  0.39
H: 2.32 3.91 -1.99  0.35
H: -1.09 0.83 -1.92  -0.72
H: 0.20 0.51 -3.07  0.55
H: -1.88 2.77 -3.18  0.27
H: -1.69 1.43 -4.30  0.45
H: -0.48 2.71 -4.28  0.31
H: 0.22 3.86 0.13  0.37
H: -1.20 3.11 -0.55  -0.03
H: 0.49 5.34 -1.82  0.30
H: -1.15 5.47 -1.20  0.42
H: -0.83 4.55 -2.67  0.25